Molecular formula: C28H82N2O12
Method: DFT, ωB97M-V/def2-TZVPD

```
! RIJCOSX wB97M-V def2-TZVPD def2/J DEFGRID3
* xyz 0 1
C -3.29532 0.89857 0.76941
O -4.51417 1.09235 0.08547
C -4.90066 -0.08440 -0.59688
C -5.33916 -1.22852 0.30845
C -5.88227 -2.42000 -0.46945
N -6.41395 -0.66900 1.19321
H -2.55762 0.36215 0.16943
H -3.39779 0.35928 1.71896
H -2.92280 1.88162 1.05693
H -5.71753 0.23907 -1.24989
H -4.11692 -0.43846 -1.27784
H -4.54902 -1.51665 1.00199
H -5.14189 -3.09243 -0.91339
H -6.60656 -2.14111 -1.23678
H -6.41797 -3.06556 0.23211
H -7.16393 -0.40709 0.55613
H -6.77144 -1.44526 1.74604
C 0.09056 -1.51355 1.14246
O 0.43975 -0.48251 0.24179
C 1.58654 0.25202 0.66512
C 1.95581 1.29482 -0.42013
C 0.81521 2.29737 -0.53078
N 2.41628 0.77544 -1.68745
H -0.83016 -2.01824 0.85652
H -0.07027 -1.07575 2.13658
H 0.91160 -2.23384 1.20282
H 1.28532 0.77567 1.57600
H 2.46199 -0.40440 0.73348
H 2.76613 1.85694 0.05909
H 1.01761 2.95515 -1.38830
H 0.69578 2.99317 0.29880
H -0.14198 1.86530 -0.82875
H 1.78274 0.10542 -2.10601
H 2.56005 1.48339 -2.40185
C 1.09754 6.40611 0.13405
C 0.80409 5.52947 1.32509
O 0.41256 6.23497 2.47277
H 0.21215 6.81868 -0.35969
H 1.57996 5.76438 -0.60871
H 1.71419 7.29257 0.29633
H 1.69514 4.91923 1.54309
H 0.00971 4.83822 0.99714
H 0.29185 5.58269 3.17684
C 5.82112 0.41230 0.05388
C 6.33317 -0.95437 0.51546
O 7.75564 -0.85761 0.77965
H 5.99959 1.20046 0.78865
H 4.72808 0.44976 -0.02789
H 6.19837 0.69040 -0.92885
H 6.17367 -1.73294 -0.22083
H 5.85991 -1.14325 1.47650
H 7.78664 -0.34822 1.59540
C 3.55897 -1.75313 -5.88539
C 2.55461 -1.58205 -4.75074
O 1.68666 -2.70880 -4.68504
H 4.59332 -1.81364 -5.53216
H 3.59039 -0.85145 -6.50189
H 3.39692 -2.64664 -6.48426
H 1.98207 -0.66426 -4.91305
H 3.11679 -1.46265 -3.82009
H 1.23861 -2.61556 -3.83053
C -4.10183 -2.94336 3.60795
C -5.23372 -2.05776 4.10969
O -6.48701 -2.42236 3.61027
H -4.21931 -2.98167 2.51323
H -4.20058 -3.97997 3.93227
H -3.08834 -2.56641 3.74433
H -5.04691 -1.01137 3.88078
H -5.17484 -2.17201 5.20137
H -6.76968 -3.31490 3.82239
C 5.29577 2.27760 -3.46313
C 4.31082 2.94432 -4.40944
O 2.95908 2.71499 -3.96494
H 5.25450 1.19671 -3.58177
H 5.06231 2.62648 -2.46182
H 6.28393 2.56745 -3.82336
H 4.45371 2.61792 -5.44482
H 4.41932 4.02967 -4.49346
H 2.36634 3.19691 -4.54863
C 2.42193 -2.48730 3.47261
C 2.91294 -3.25962 2.26816
O 3.58012 -2.38802 1.38360
H 1.83448 -1.59596 3.24975
H 3.34974 -2.18221 3.96941
H 1.83800 -3.04422 4.20457
H 2.05423 -3.77915 1.81978
H 3.58242 -4.06607 2.58699
H 3.87153 -2.88639 0.61432
C -2.68539 4.02263 -3.16270
C -3.15018 2.92632 -2.19610
O -4.44647 3.19955 -1.67174
H -2.55394 4.94595 -2.59556
H -3.42913 4.18213 -3.94423
H -1.75151 3.77874 -3.66943
H -2.37663 2.81249 -1.43171
H -3.30799 2.03369 -2.81147
H -4.80900 2.36231 -1.32757
C -1.80992 2.42753 4.34665
C -0.42590 2.49130 3.71741
O 0.21208 3.74044 4.00260
H -1.76972 2.41896 5.43674
H -2.27861 1.48616 4.04347
H -2.41977 3.23034 3.93512
H -0.60349 2.43157 2.64363
H 0.20149 1.67536 4.08340
H 0.08443 3.89850 4.94517
C -0.34737 -5.33349 2.84169
C 0.44247 -6.53873 2.32077
O 0.14039 -6.72558 0.96201
H -1.39917 -5.53256 2.62879
H -0.07925 -4.40217 2.34500
H -0.19095 -5.25295 3.91740
H 0.16258 -7.40231 2.93679
H 1.51123 -6.40341 2.52798
H 0.64472 -7.45416 0.59124
C -1.36511 0.05699 -3.38175
C -1.18894 -1.33145 -2.78062
O 0.22539 -1.52666 -2.50514
H -0.71814 0.16429 -4.25604
H -1.14742 0.92275 -2.76245
H -2.38463 0.09198 -3.78377
H -1.42242 -2.09632 -3.51743
H -1.73547 -1.43756 -1.84240
H 0.41705 -1.15160 -1.63487
*
```

Output
SMILES string: COC[C@H](C)N.COC[C@H](C)N.CCO.CCO.CCO.CCO.CCO.CCO.CCO.CCO.CCO.CCO
ΔE to the lowest compared entry with this formula, charge and spin (kJ/mol): 148.97
Lowest unoccupied orbital energy (eV): 0.3

Molecular formula: C6H9N
Method: DFT, ωB97M-V/def2-TZVPD

```
! RIJCOSX wB97M-V def2-TZVPD def2/J DEFGRID3
* xyz 0 1
C -0.30704 1.60701 0.28819
C -0.42469 0.26241 -0.36978
C 0.59485 -0.23118 -1.35635
C 0.97949 -0.77210 -0.03565
C 1.83408 -0.80284 0.97554
C -0.72976 -1.17197 0.55212
N -1.66238 -0.43677 -0.30716
H 0.71708 1.98080 0.23454
H -0.59109 1.55193 1.34444
H -0.98397 2.30610 -0.21921
H 1.25257 0.53479 -1.76538
H 0.19383 -0.91597 -2.10680
H 2.86731 -0.83028 0.58930
H -0.69460 -2.23279 0.31536
H -0.71376 -0.94128 1.61440
H -2.33193 0.09212 0.24644
*
```

Output
ΔE to the lowest compared entry with this formula, charge and spin (kJ/mol): 636.19
Lowest unoccupied orbital energy (eV): 0.8

Molecular formula: C5H10NO
Method: DFT, ωB97M-V/def2-TZVPD

```
! RIJCOSX wB97M-V def2-TZVPD def2/J DEFGRID3
* xyz 1 1
N -1.75925 -1.86229 0.34964
C -0.68329 -1.09905 1.03294
C -0.44004 0.16034 0.73608
C 0.90363 0.81044 0.82591
C 1.26674 1.48583 -0.49056
C 0.93575 0.74464 -1.77441
O 0.04668 -0.06286 -1.89257
H -1.70661 -2.82248 0.69194
H -1.70893 -1.81435 -0.67197
H -2.67644 -1.53032 0.66430
H 0.04641 -1.74770 1.49345
H -1.17011 0.70007 0.14487
H 1.69187 0.10818 1.10356
H 0.86827 1.57359 1.61044
H 2.28442 1.85764 -0.51669
H 0.59809 2.34500 -0.67436
H 1.50281 1.15331 -2.63257
*
```

Output
SMILES string: [NH3+]/C=C/CCC=O
ΔE to the lowest compared entry with this formula, charge and spin (kJ/mol): 169.65
Lowest unoccupied orbital energy (eV): -3.5

Molecular formula: C30H46O2P2Zr
Method: DFT, ωB97M-V/def2-TZVPD

```
! RIJCOSX wB97M-V def2-TZVPD def2/J DEFGRID3
* xyz 2 1
Zr -0.36087 -0.27132 0.20996
C 0.96961 1.37369 1.44084
C 0.71424 1.95709 0.14709
C -1.30180 1.83435 1.29576
C -0.27928 1.31990 2.15571
C -0.70300 2.16749 0.02523
C 2.30694 1.09864 2.03212
H 3.07051 1.02628 1.24756
H 2.30677 0.16297 2.61105
H 2.59617 1.91082 2.71928
C -0.48318 0.91340 3.57116
H 0.48019 0.69674 4.05089
H -1.11285 0.01372 3.62162
H -1.00070 1.70313 4.13836
C -2.66818 2.20215 1.74662
H -2.63255 3.09194 2.41101
H -3.11794 1.38474 2.32846
H -3.30528 2.42353 0.87893
C -1.40972 2.82746 -1.11010
H -1.67559 3.86319 -0.84901
H -2.34324 2.30336 -1.36365
H -0.77891 2.85536 -2.00655
C 1.74018 2.54576 -0.74973
H 1.89060 3.60900 -0.48884
H 1.42362 2.50467 -1.80031
H 2.70944 2.04184 -0.64731
C 3.84206 -4.36310 -3.46759
C 4.69725 -3.33123 -3.41895
C 5.30321 -2.64024 -4.60151
C 4.43654 -2.52160 -5.88093
C 3.01555 -2.08492 -5.64657
C 1.97604 -2.88447 -5.36846
C 2.02802 -4.38130 -5.27817
C 3.32789 -5.01060 -4.72216
H 6.25077 -3.13675 -4.87900
H 4.50976 -3.44480 -6.47378
H 5.57778 -1.61743 -4.29724
H 4.08997 -5.07250 -5.51291
H 3.52940 -4.85578 -2.53801
H 5.10778 -3.02620 -2.44950
H 3.07656 -6.05140 -4.45987
H 1.19850 -4.71446 -4.63493
H 0.96799 -2.45442 -5.32329
H 1.83697 -4.82522 -6.27168
H 4.90886 -1.73342 -6.48933
H 2.84685 -1.00887 -5.79045
P 1.65934 -1.83295 -0.56061
C 2.16266 -3.43132 0.12507
C 3.24412 -1.16219 -1.16471
P -0.49724 -0.88094 -2.37232
C 0.80131 -2.20828 -2.17187
C 0.23772 0.12736 -3.69934
C -1.90490 -1.67448 -3.18675
H 1.31843 -3.88190 0.66616
H 2.98484 -3.26136 0.83646
H 2.50035 -4.11274 -0.67324
H 3.68962 -1.84553 -1.90194
H 3.93025 -1.06663 -0.30934
H 3.11599 -0.17640 -1.63309
H -1.54500 -2.36697 -3.96435
H -2.53121 -0.89030 -3.63906
H -2.50514 -2.22204 -2.44646
H 0.32948 -3.20161 -2.13131
H 1.50970 -2.19807 -3.01746
H -0.53144 0.82585 -4.06096
H 0.57246 -0.51779 -4.52697
H 1.09400 0.70780 -3.32844
O -2.25036 -3.54072 1.49590
C -2.33079 -2.36108 1.75406
O -1.55964 -1.40612 1.19316
C -3.29777 -1.83390 2.77442
C -3.06499 -2.12918 4.12261
C -3.85620 -1.50164 5.09049
C -4.90986 -0.66625 4.68299
C -5.19189 -0.47190 3.32792
C -4.38322 -1.06311 2.35983
H -2.28759 -2.85419 4.37282
H -3.64067 -1.64937 6.15178
H -5.48255 -0.13330 5.43787
H -6.02843 0.16220 3.03162
H -4.57488 -0.98962 1.28896
*
```

Output
ΔE to the lowest compared entry with this formula, charge and spin (kJ/mol): 0.00
Lowest unoccupied orbital energy (eV): -7.5